This record from OMol25 describes a structure of composition C40H91N11NbO12S2 in a non-equilibrium geometry. The level of theory is the ωB97M-V functional and the def2-TZVPD basis.

```
157
Properties=species:S:1:pos:R:3:forces:R:3
O -4.19132 14.22363 7.32193 0.140 -0.044 -0.055
H -4.65789 6.10575 5.65749 0.053 -0.036 -0.042
C -1.39906 4.19361 -0.81278 0.128 -0.139 0.432
H -1.16307 -5.76082 -4.94097 0.420 1.218 -0.232
C -3.88816 -0.22673 5.40487 0.017 0.402 -0.208
H -2.45802 12.32738 5.59840 0.120 -0.114 0.109
H 0.12700 0.13279 -10.37340 0.024 -0.076 0.184
H -1.53937 -2.90788 -7.31405 -0.273 -0.097 0.100
H -2.98747 -1.77525 6.58068 -0.098 -0.147 -0.044
H 3.94541 -5.54998 -6.78920 0.067 -0.163 -0.005
H 4.37586 7.83620 5.99522 0.264 -0.055 0.038
S 1.39022 -1.52201 -4.17403 -0.851 0.092 1.318
O -3.40070 0.70173 4.77694 0.020 -0.026 0.095
N 1.80987 -0.56639 -7.55744 0.001 0.113 -0.474
C 4.22989 6.75507 6.04488 -0.413 0.224 0.264
O -3.51496 8.11350 5.08962 0.029 -0.008 0.072
C 2.62333 -6.94002 1.06729 -0.017 0.012 -0.069
H -1.77773 6.22061 3.36231 0.191 -0.119 0.103
H 0.66719 3.57037 3.75570 -0.267 0.001 -0.064
C -2.96149 -4.86062 -2.95790 -1.140 -0.057 -1.050
H -0.50518 2.55438 5.51095 0.061 -0.098 -0.091
C 0.77751 -0.49498 -8.44353 -0.580 -0.337 0.439
H -0.48490 -0.24454 1.34619 0.222 -0.990 -0.541
C 1.38977 -3.20150 -4.94928 -0.016 -1.212 0.323
H -1.23997 7.75300 4.06404 -0.147 -0.052 0.060
N 0.42003 -0.64947 -1.71634 0.970 -1.302 0.216
H 4.56430 -9.21550 -4.22281 -0.125 0.134 0.025
H -2.38683 -2.12934 -0.27692 1.079 0.095 0.084
C 2.40061 -6.84519 4.02422 -0.176 -0.454 0.224
H 1.35215 -6.87216 -3.16820 -0.058 -0.066 0.012
H 0.70377 0.87156 -0.28048 0.203 -1.324 -0.042
O -0.38274 -2.25289 0.53711 -0.577 1.290 -0.617
C 4.99069 -5.43574 -6.49576 0.107 0.063 0.080
C -1.14012 4.75259 -2.18598 0.090 0.058 -0.111
H 4.21173 5.75120 3.28025 0.107 -0.103 0.077
N 0.56585 0.95432 4.63963 0.052 0.186 -0.219
C -1.00470 -1.02692 -1.61813 -1.056 -0.379 -0.888
O 1.30909 5.50994 4.31878 0.185 0.156 0.182
C 4.95957 -4.17620 -9.18403 0.156 0.551 -0.001
O 3.40527 -6.98398 -4.35436 0.129 -0.260 0.012
H -5.30424 -1.99786 6.87231 0.025 0.111 -0.064
C 5.43584 -4.01299 -6.70494 0.134 0.208 0.350
C 3.63778 -9.26080 -3.65171 0.162 -0.107 -0.045
C -3.37827 4.49880 5.11468 -0.487 0.105 0.188
N -3.75842 5.89165 5.25393 0.332 0.272 -0.116
H 3.00509 -10.04098 -4.07971 0.032 -0.062 0.170
C 1.05000 -8.77751 -2.28373 -0.295 0.478 -0.035
H 0.57935 1.64556 6.59050 -0.164 0.187 0.128
C -3.04572 6.99647 4.90328 -0.230 0.239 0.038
H 3.11123 4.40329 2.95774 -0.059 0.096 0.118
H -2.24904 -1.52257 4.99153 -0.141 0.117 -0.012
H 2.62986 -7.19118 0.00738 -0.029 -0.063 0.134
H -1.32074 -1.42464 -2.64005 0.272 0.605 1.201
H -0.11769 -3.83538 -3.36564 1.070 -0.527 -0.874
H 1.34399 1.19057 -9.64297 0.141 -0.058 -0.107
C 2.94061 -7.92793 -3.72707 -0.301 0.578 -0.057
C -5.82961 -1.04944 6.79968 -0.226 0.495 -0.081
H 1.57448 -9.72861 -2.24442 0.042 0.122 -0.004
H -3.81201 -2.34556 5.09629 0.052 -0.061 0.150
C 1.22923 -1.68031 -2.33903 0.352 -1.128 -0.253
C 0.43334 -4.27756 -4.25903 -0.734 -0.010 -0.148
H -5.34285 12.22369 7.89235 0.057 -0.019 -0.044
H 1.55884 -1.00911 -6.68626 -0.001 0.114 0.006
H 3.18781 -7.12316 4.72885 0.028 0.266 0.055
H 4.12674 -3.61264 -9.61098 -0.055 -0.229 -0.168
H 3.37891 0.63392 -6.93694 0.254 0.034 -0.117
N -5.09462 -0.07666 6.01750 0.349 -0.194 -0.073
H 3.88163 -9.49981 -2.61453 -0.107 -0.150 -0.049
H 4.98241 6.26149 5.43592 -0.133 0.000 -0.005
H -3.47122 3.80160 -2.50060 0.068 -0.028 0.105
H 5.62245 -6.11452 -7.07394 -0.155 -0.040 -0.089
N 2.07938 -8.00266 3.21533 0.089 0.105 -0.321
H -1.92074 13.86041 6.30094 -0.170 -0.036 0.081
H -1.36121 -1.85498 -4.97422 0.068 0.627 0.042
H 4.16889 4.33431 4.37517 0.119 0.097 -0.077
C -0.12230 1.56731 5.75592 0.224 -0.569 0.087
H -1.65117 -0.11497 -1.40654 1.037 -0.890 -0.142
H 2.11089 6.86381 6.10211 0.071 -0.005 -0.023
H -4.57887 3.87054 -1.11156 -0.108 -0.033 -0.239
O 1.84184 -9.18578 1.32876 0.045 0.088 0.031
H 0.93308 -8.38593 -1.27185 -0.089 -0.338 0.074
C 0.76512 1.46328 3.39241 0.062 -0.109 -0.298
C 1.04006 0.15041 -9.78007 0.006 0.074 -0.192
N 2.88458 6.45306 5.60123 0.023 -0.268 -0.316
H 3.84482 -0.94649 -7.60592 0.208 0.162 -0.032
C 2.15287 -8.13000 1.86148 -0.117 -0.358 -0.150
O 1.37330 0.81114 2.55480 0.247 0.289 0.353
H 4.64454 -5.19950 -8.99885 0.028 0.103 0.091
H -4.81243 10.11474 6.72761 0.272 -0.246 -0.034
H -1.03736 6.26108 4.99169 0.062 -0.124 -0.246
H 4.33318 6.42981 7.08229 0.268 0.041 -0.035
H -5.98326 -0.64285 7.80165 -0.081 -0.253 0.070
H -3.87620 2.31604 -1.61295 -0.147 0.076 -0.230
H -2.39308 4.38559 4.66952 -0.074 0.097 0.017
C 3.16828 -0.09617 -7.72162 -0.211 -0.257 0.465
H -4.07921 10.15430 8.34731 0.129 -0.202 -0.104
C -0.71565 -4.76773 -5.27677 1.653 -0.646 -0.430
O 5.82900 -3.30999 -5.78559 -0.012 -0.060 -0.174
O -0.57570 4.27409 0.08815 -0.029 0.080 -0.098
C -1.29426 -2.18534 -0.56815 0.063 -0.586 -1.296
H -1.17205 3.95368 -2.92952 -0.107 0.113 -0.058
H 1.81400 -0.40070 -10.31925 0.071 0.172 -0.018
C 0.20906 -0.98266 0.84907 1.200 0.228 0.433
H 1.02846 -1.19613 1.60314 -1.216 0.144 -0.928
N -4.44395 12.00502 7.49022 0.414 0.265 -0.123
H 3.63848 -6.66890 1.36430 -0.088 0.169 0.001
H -3.08604 10.48838 6.91057 -0.122 0.049 -0.028
N 1.76005 -7.79114 -3.07197 0.540 -0.254 -0.167
H 2.44992 -3.58351 -4.97555 -1.058 0.393 0.089
H -5.49805 0.83916 5.88941 0.000 -0.078 0.002
H 5.70345 -2.55383 -8.03628 -0.024 -0.073 -0.014
C 3.57285 4.99784 3.74524 -0.018 -0.104 -0.117
H 0.45119 3.09633 2.06439 -0.056 -0.092 0.084
H -1.87881 5.52050 -2.42515 -0.018 -0.113 -0.137
Nb -2.33169 -3.21220 -5.69928 0.607 -1.301 0.657
H -0.95110 0.91784 6.04526 -0.133 0.260 0.121
H -4.51513 -3.65018 -3.93326 1.264 -0.006 0.011
H 0.06237 -8.92521 -2.72586 -0.018 -0.172 0.154
H 1.02375 -3.08661 -6.01919 0.384 0.358 1.282
H -1.71845 12.36705 7.22893 0.006 -0.112 -0.153
H -0.15050 5.20630 -2.20925 -0.087 -0.094 0.140
H -3.35423 -4.52251 -6.45373 -0.436 -0.024 -0.469
C -2.36847 12.89382 6.52747 0.140 0.066 -0.088
H 1.75704 -8.83818 3.67976 0.012 0.070 -0.025
H 1.50845 -6.55596 4.58397 0.134 0.240 0.055
H -1.17670 -3.16671 -1.13604 -0.061 1.132 0.849
H -0.16909 -5.00740 -6.25472 -0.738 0.154 1.040
C -4.06982 10.61028 7.35448 -0.539 0.087 0.194
S 2.01001 -2.92939 -1.53447 -0.645 1.464 -0.854
H 0.95954 0.03384 4.76522 -0.049 0.058 0.004
H -6.80151 -1.20926 6.32819 -0.019 -0.219 0.169
C -3.19489 -1.55682 5.53087 0.134 -0.070 -0.025
H 2.73610 -6.00506 3.42210 -0.052 -0.115 -0.030
C -3.68823 3.38752 -1.51972 -0.061 -0.231 0.491
H -0.87098 2.82777 3.21041 0.021 0.098 0.080
C 0.21561 2.82863 3.09373 0.074 -0.055 -0.059
H 5.79036 -4.17548 -9.89387 -0.140 -0.180 -0.161
C 0.91262 -0.24439 -0.37626 0.110 0.764 0.559
H -2.36364 -4.73311 -2.00275 -0.191 0.071 -0.747
O -3.23868 -6.01547 -3.31361 0.470 2.007 0.684
H -2.69613 3.23244 0.35094 0.006 -0.029 -0.081
H 3.32841 0.36311 -8.69432 -0.110 -0.039 0.037
H 5.08110 -5.69346 -5.44311 -0.083 0.124 -0.123
C -3.72780 13.10604 7.13878 -0.447 0.259 0.198
O -0.31550 -0.94480 -8.14397 0.363 0.396 -0.369
H -3.26841 -2.65105 -3.04139 -0.076 -0.974 -0.557
H 1.09611 -5.13755 -3.91713 -0.833 1.126 -0.296
N -2.59401 3.58233 -0.59012 0.292 0.276 -0.208
N 5.39059 -3.51087 -7.97256 -0.021 -0.205 0.171
H 2.02960 -0.36788 -0.32445 -1.235 0.011 -0.139
C -1.68815 6.78696 4.29149 -0.029 0.074 0.036
H 1.94736 -6.09561 1.21782 0.172 0.090 0.004
H -4.11814 3.99854 4.48686 0.207 -0.235 0.002
C 2.49831 5.66245 4.56303 -0.336 0.079 0.033
C -3.40675 -3.56105 -3.70108 -0.485 -1.147 1.926
H -3.38326 4.03783 6.10486 0.125 -0.226 -0.126
H -3.62359 -1.98548 -6.12622 -0.150 0.202 -0.280
```
Forces are in eV/Å.

## Properties
multiplicity: 1
gap between HOMO and LUMO: 6.2 eV
net charge: -1
highest occupied orbital energy: -4.77 eV
DFT total energy: -3937.065501 hartree
largest force on an atom: 0.0446 Eh/bohr